Molecular formula: C2H7ClSi2
Method: DFT, ωB97M-V/def2-TZVPD

Structure (ORCA input):
```
! RIJCOSX wB97M-V def2-TZVPD def2/J DEFGRID3
* xyz 0 1
C -1.82774 0.63243 -0.99780
C -1.39551 0.72087 0.21167
Si 2.36884 -0.22078 -0.09570
Si -0.43071 -0.66392 0.95409
Cl -1.02069 -2.50010 0.29971
H -2.27996 1.44343 -1.44026
H -1.65284 -0.22128 -1.57284
H -1.56719 1.60872 0.86141
H 3.18009 -1.28220 0.13438
H 2.41922 0.21902 -1.46019
H 2.96796 0.78741 0.65073
H -0.76147 -0.52361 2.45481
*
```

## Properties
**Energy above the lowest of the compared OMol25 structures with the same formula, charge and spin**: 54.63 kcal per mole
**LUMO level**: -0.0044 hartree
**E_tot**: -30463.3330 eV



Molecular formula: C4H12NO
Method: DFT, ωB97M-V/def2-TZVPD

Structure (ORCA input):
```
! RIJCOSX wB97M-V def2-TZVPD def2/J DEFGRID3
* xyz 1 1
C 0.73806 -1.28387 -2.07842
C 0.59739 0.09125 -1.44629
C 0.44247 0.17546 0.05705
C 1.33317 1.00308 0.69802
N -0.62583 -0.54975 0.78834
H -0.04312 -1.80196 -1.55030
H 1.74098 -1.65915 -1.88783
H 0.40467 -1.39068 -3.12647
H -0.23699 0.67397 -1.93178
H 1.54810 0.51163 -1.71603
H 2.30563 1.34263 0.39518
H 1.12966 1.39060 1.70366
H -1.10417 -1.14796 0.10480
H -0.17374 -1.18603 1.47217
H -1.08200 0.18806 1.44288
H -2.43502 1.90199 1.92567
H -2.51943 0.68498 2.96106
O -2.01984 1.05573 2.18830
*
```

## Properties
**Energy above the lowest of the compared OMol25 structures with the same formula, charge and spin**: 46.54 kcal per mole
**LUMO level**: -0.1247 hartree
**E_tot**: -7872.2727 eV